A molecular structure, C47H92F24N9O20S8 at a distorted geometry, computed with ωB97M-V/def2-TZVPD.

Geometry (Å):
C (-1.95434, -0.74107, -6.56727)
O (-1.18114, 0.38860, -7.05695)
C (-0.45715, 1.07525, -6.07611)
C (0.84567, 1.55883, -6.71291)
N (1.35504, 0.43814, -7.57440)
H (0.42245, -0.01989, -7.70500)
H (1.63668, 0.87762, -8.46565)
C (2.37552, -0.58314, -7.09396)
C (2.05904, -1.86228, -7.78467)
O (0.74979, -2.35437, -7.44739)
C (0.56780, -3.70462, -8.03235)
H (-2.10115, -1.45337, -7.38216)
H (-2.88310, -0.31898, -6.19103)
H (-1.46925, -1.26425, -5.73976)
H (-0.31767, 0.44109, -5.23784)
H (-1.03285, 1.88285, -5.75316)
H (1.63627, 1.96879, -6.04483)
H (0.63608, 2.45846, -7.29561)
H (2.32955, -0.67101, -6.00170)
H (3.36301, -0.23170, -7.22580)
H (2.76457, -2.62726, -7.43904)
H (2.05046, -1.81489, -8.85241)
H (-0.11225, -4.28711, -7.34201)
H (1.50028, -4.21388, -8.16986)
H (0.01594, -3.65956, -8.93948)
C (-1.11954, -7.31721, -0.97359)
O (-0.68586, -8.15558, 0.11381)
C (0.17778, -9.22985, -0.08640)
C (1.07978, -9.24421, 1.19028)
N (0.27421, -9.00785, 2.40863)
H (-0.24890, -8.15156, 2.35291)
H (-0.44874, -9.67282, 2.50052)
C (1.08329, -8.92261, 3.66109)
C (0.24378, -8.66003, 4.88673)
O (-1.03946, -8.14171, 4.42147)
C (-1.88191, -7.71308, 5.52721)
H (-1.66979, -7.93385, -1.72256)
H (-0.28251, -6.82014, -1.56810)
H (-1.78535, -6.50918, -0.56513)
H (0.65224, -8.99673, -1.04404)
H (-0.40311, -10.15736, -0.23537)
H (1.79486, -8.48759, 1.17781)
H (1.51688, -10.23980, 1.33909)
H (1.76630, -8.13365, 3.49037)
H (1.70697, -9.89651, 3.83242)
H (0.72305, -7.90087, 5.51006)
H (0.07705, -9.56352, 5.50154)
H (-2.07959, -8.52534, 6.19257)
H (-2.82286, -7.45432, 5.01286)
H (-1.36130, -6.79310, 5.92295)
C (0.63938, -4.24879, -2.48622)
C (-0.32262, -3.44891, -1.51140)
C (0.56025, -2.45456, -0.65149)
C (-0.26801, -1.44805, 0.19577)
N (0.53921, -0.26810, 0.69761)
C (-0.56426, 0.77450, 1.08969)
C (-0.46522, 1.84506, 0.06447)
C (1.04363, 1.82768, -0.22821)
C (1.29757, 0.35975, -0.41386)
C (1.37380, -0.69526, 1.81300)
H (1.27412, -4.88746, -1.88084)
H (1.28529, -3.47163, -2.96739)
H (0.12119, -4.83640, -3.26563)
H (-0.84203, -4.14561, -0.78152)
H (-1.14926, -2.89452, -2.05962)
H (1.09661, -2.03589, -1.47745)
H (1.31683, -2.99206, -0.07210)
H (-0.70741, -1.90683, 1.05878)
H (-0.99055, -1.02187, -0.45478)
H (-0.22310, 1.21049, 2.04209)
H (-1.52207, 0.28442, 1.29883)
H (-0.85711, 2.84573, 0.52174)
H (-1.02471, 1.59897, -0.88348)
H (1.58702, 2.28384, 0.56741)
H (1.33863, 2.36518, -1.15450)
H (2.33591, 0.10333, -0.36138)
H (0.91103, 0.11095, -1.42219)
H (2.06294, -1.44343, 1.45173)
H (0.66203, -1.09505, 2.57481)
H (1.95612, 0.04620, 2.29354)
C (-5.95737, 7.42103, 1.21314)
C (-6.48424, 6.46397, 2.26487)
C (-6.20073, 4.93660, 1.98477)
C (-7.20804, 4.19400, 1.07828)
N (-6.98138, 2.76588, 0.81770)
C (-6.85823, 1.83875, 2.04575)
C (-5.39220, 1.75612, 2.43540)
C (-4.65788, 2.20855, 1.15298)
C (-5.68637, 2.41649, 0.05088)
C (-8.21204, 2.33297, 0.04116)
H (-5.99375, 8.40971, 1.62988)
H (-6.50499, 7.37863, 0.26849)
H (-4.94534, 7.21974, 0.99137)
H (-7.49126, 6.75033, 2.46168)
H (-5.99888, 6.71524, 3.19644)
H (-6.36263, 4.44691, 2.96375)
H (-5.27513, 4.82898, 1.59785)
H (-7.22385, 4.70729, 0.07543)
H (-8.22012, 4.30396, 1.54155)
H (-7.20563, 0.90314, 1.73041)
H (-7.55219, 2.20400, 2.77736)
H (-5.14511, 0.73112, 2.75048)
H (-5.11260, 2.37648, 3.27917)
H (-3.93352, 1.40939, 0.84893)
H (-4.11306, 3.16328, 1.29845)
H (-5.97611, 1.48818, -0.51075)
H (-5.51388, 3.23263, -0.62046)
H (-9.14849, 2.42024, 0.66910)
H (-8.01941, 1.28040, -0.18875)
H (-8.25864, 2.88961, -0.86568)
C (8.09673, 2.05745, 1.40334)
C (8.17414, 3.49719, 0.84420)
C (7.32691, 4.51281, 1.57367)
C (5.89930, 4.30266, 1.21469)
N (4.95734, 5.41061, 1.62875)
C (3.60986, 5.20946, 0.99822)
C (2.89929, 6.56291, 1.13867)
C (4.05853, 7.64527, 1.06501)
C (5.34919, 6.73223, 1.15131)
C (4.85563, 5.46225, 3.15601)
H (8.30833, 1.99957, 2.47153)
H (8.87344, 1.46872, 0.89890)
H (7.14954, 1.56047, 1.13799)
H (7.91730, 3.42416, -0.18895)
H (9.17555, 3.88907, 0.98323)
H (7.72408, 5.50911, 1.34579)
H (7.50214, 4.32497, 2.65107)
H (5.55571, 3.36728, 1.64857)
H (5.76743, 4.22613, 0.09237)
H (3.12768, 4.29569, 1.37254)
H (3.78612, 5.11763, -0.05480)
H (2.36497, 6.71543, 2.02604)
H (2.28182, 6.53348, 0.26158)
H (4.00003, 8.31036, 1.99461)
H (4.03792, 8.34151, 0.21749)
H (6.10918, 7.17714, 1.73434)
H (5.79029, 6.72711, 0.17055)
H (5.73775, 5.82677, 3.61337)
H (4.65620, 4.45155, 3.49225)
H (4.05433, 6.11163, 3.39813)
C (5.42737, 4.15903, -3.25788)
F (6.14961, 3.73178, -2.18378)
F (5.43952, 5.45589, -3.12232)
F (6.03764, 3.84224, -4.42305)
S (3.70015, 3.31266, -3.19584)
O (3.07400, 3.78616, -1.94657)
O (3.10369, 3.60745, -4.46298)
N (4.18256, 1.79985, -2.97450)
S (4.05404, 0.80592, -4.16009)
O (2.64322, 0.43998, -4.33967)
O (4.86484, 1.06536, -5.31318)
C (4.98105, -0.62142, -3.43231)
F (4.65550, -0.80709, -2.16707)
F (4.56325, -1.71681, -4.11780)
F (6.22745, -0.43883, -3.59267)
C (3.60433, -3.98322, 3.05462)
F (4.03933, -2.89207, 2.36733)
F (4.60340, -4.82844, 3.26302)
F (3.16888, -3.53913, 4.21249)
S (2.39225, -4.85047, 2.02303)
O (2.83863, -4.61152, 0.67365)
O (2.43447, -6.18525, 2.56463)
N (1.06492, -3.95522, 2.22716)
S (0.09836, -4.16994, 3.53126)
O (0.51441, -5.21407, 4.43952)
O (-0.27376, -2.88584, 4.00267)
C (-1.38432, -4.79661, 2.56794)
F (-2.40513, -5.02801, 3.33459)
F (-1.67367, -3.82659, 1.64828)
F (-1.06267, -5.91857, 1.92624)
C (-4.51070, -2.16270, -3.34004)
F (-4.28176, -1.37779, -4.37756)
F (-5.79658, -2.50782, -3.33103)
F (-3.72187, -3.18864, -3.41118)
S (-4.15961, -1.21396, -1.78992)
O (-2.73020, -0.98566, -1.87530)
O (-5.08343, -0.13858, -1.84155)
N (-4.42872, -2.09279, -0.47574)
S (-5.69201, -2.04089, 0.45097)
O (-6.26693, -0.70140, 0.47051)
O (-6.60850, -3.12350, 0.37955)
C (-4.74494, -2.13133, 2.08759)
F (-5.67166, -2.27765, 3.02044)
F (-3.87020, -3.13711, 2.27323)
F (-4.06047, -1.03914, 2.31788)
C (0.68492, 3.28107, 5.04592)
F (1.79158, 2.52569, 5.21678)
F (-0.36901, 2.49079, 5.13029)
F (0.48085, 4.09621, 6.05544)
S (0.80307, 4.13999, 3.47606)
O (1.90494, 5.03016, 3.62582)
O (0.94601, 3.08347, 2.47665)
N (-0.56648, 4.90955, 3.45057)
S (-2.07111, 4.41771, 3.18121)
O (-2.72758, 5.37500, 2.30659)
O (-2.19801, 3.00990, 2.94662)
C (-2.90339, 4.48354, 4.87995)
F (-3.03591, 3.25468, 5.35378)
F (-2.13039, 5.24451, 5.68073)
F (-4.09065, 5.05975, 4.73573)

Cartesian forces, eV/Å:
-0.01 0.69 0.08
0.04 -1.37 -0.73
0.70 -0.34 -0.32
0.86 1.12 1.02
-0.18 0.95 -0.37
0.31 -0.45 -0.54
-0.02 -0.70 0.43
-1.69 0.23 0.81
-0.47 -1.59 0.64
0.23 -0.96 -0.31
-1.42 0.78 2.21
-0.07 0.37 0.04
-0.26 -0.33 -0.12
0.28 0.15 -0.10
0.58 -0.70 0.93
-0.73 1.67 0.66
-0.63 -0.95 0.09
-0.15 -0.51 -0.73
-0.62 -0.01 -0.32
1.04 0.50 -0.74
0.31 0.27 -0.26
0.64 0.34 -0.97
1.02 0.68 -0.44
0.54 -0.22 0.04
-0.18 0.37 -1.09
0.16 0.01 -0.97
-1.13 1.53 0.61
-0.31 0.68 -0.24
-1.25 -2.00 -0.95
0.66 0.28 0.41
-0.31 1.08 -0.33
-1.04 -1.30 0.19
1.24 -2.36 0.43
-1.84 0.55 0.15
0.84 -0.85 0.77
0.75 1.53 -2.08
0.08 0.41 0.56
-0.61 -0.64 1.11
0.72 -1.02 -0.26
1.03 -0.60 0.34
0.28 0.05 0.30
1.35 1.23 -0.20
0.24 0.36 -0.22
0.70 0.89 -0.18
-1.22 1.64 -0.69
0.10 -0.05 -0.03
0.02 0.24 -0.31
0.18 -0.36 0.80
0.34 0.17 0.52
-0.92 -1.04 0.24
-0.70 1.51 0.45
-0.54 -0.66 0.90
-0.87 -0.84 -0.37
1.86 -0.93 -1.25
-1.95 -0.19 -0.81
0.93 -0.17 1.82
-0.83 1.82 -0.68
-0.41 1.00 -1.63
-0.02 0.94 -0.59
-0.96 -1.24 1.02
0.19 -0.16 -0.05
-0.36 -0.81 0.08
0.14 0.31 0.43
0.45 0.56 -0.99
1.16 -0.54 0.59
0.55 1.31 -0.10
-0.43 -0.09 0.03
-0.28 -0.24 0.29
-0.91 0.29 -0.37
-0.15 -0.23 -0.30
0.32 -0.06 -0.46
0.73 -1.83 -0.99
0.33 0.29 0.94
0.40 0.05 0.67
-0.35 -0.24 0.59
0.53 -0.39 0.04
0.01 -0.40 0.83
-0.07 -0.48 0.04
0.84 -0.03 -0.50
0.31 1.40 0.04
-0.72 -0.34 -0.11
0.86 -0.75 -0.67
-4.39 0.34 1.90
-0.27 2.55 -0.04
-0.61 -1.32 -0.01
0.14 1.69 0.16
-0.02 0.00 -0.18
1.30 -0.38 -0.47
-1.63 -1.06 0.40
0.20 -1.30 1.21
-0.16 0.67 -0.10
-0.14 0.11 0.11
1.31 -0.29 -0.24
-1.24 -0.49 0.01
0.46 -0.19 0.30
0.86 0.07 -0.29
3.26 -0.29 -0.76
-0.16 -0.62 0.80
0.71 -0.21 -0.49
-0.38 -1.33 -0.64
-0.21 0.36 0.60
-0.19 0.51 -0.44
-0.14 0.35 0.03
-0.49 0.87 0.09
-0.12 -0.84 0.11
0.75 0.82 0.53
0.37 0.38 -0.44
1.22 0.10 -0.70
-0.36 0.12 -0.09
-0.20 0.53 -0.56
0.27 0.06 -0.72
0.47 -0.81 1.18
0.51 -0.01 0.77
-0.83 0.46 -1.58
0.31 -0.71 1.26
-0.21 0.48 0.74
1.59 0.03 -1.30
-0.12 -0.68 1.94
-0.71 2.26 -1.32
-0.48 -0.97 -1.29
-0.25 0.05 0.03
-0.13 0.04 0.15
0.19 0.24 0.37
0.03 0.37 -0.90
0.44 -0.34 -0.44
-0.40 -0.06 -0.04
-0.21 0.34 -0.31
-0.35 0.06 0.06
0.22 0.08 1.21
0.05 0.50 0.10
0.34 -0.52 -0.56
-0.99 -0.16 1.03
-0.77 0.73 -0.17
0.05 -0.95 -1.23
0.14 -0.62 0.03
0.67 0.23 1.10
0.03 -0.82 -0.65
1.13 0.31 0.00
-0.23 -0.01 0.11
-0.83 0.39 0.28
0.13 -1.24 0.11
-0.08 -0.59 -0.73
-0.74 1.31 -0.38
-0.39 0.01 1.20
0.75 0.28 2.37
1.13 -0.38 -2.04
-0.27 -0.04 -0.07
-0.16 1.73 0.36
-1.01 -0.77 -0.03
1.25 -0.10 -0.05
-0.36 0.21 -0.77
-3.26 -0.26 -0.41
0.22 -0.15 0.63
0.40 0.11 0.03
2.30 0.00 0.04
0.73 0.83 -0.64
0.14 -0.52 0.32
0.60 0.21 0.08
-0.46 -0.12 0.52
-1.30 1.00 -0.43
-0.10 -0.50 0.40
-0.50 -0.18 -0.34
0.41 -1.30 1.11
1.20 -1.06 -1.73
-0.55 0.43 -0.29
-0.49 0.69 0.57
1.43 1.42 -0.46
-0.94 -0.14 0.55
0.19 -1.32 0.65
-0.04 -0.23 -0.30
-0.78 0.93 1.51
0.02 0.41 -0.56
0.09 -0.40 -0.28
0.54 -1.51 -0.29
0.85 -0.51 2.15
-0.76 0.03 -0.29
-0.36 1.34 -0.89
0.79 -0.68 -1.61
0.55 2.00 -0.17
-0.06 -0.70 0.67
0.13 -0.66 0.14
-0.18 -1.51 -0.06
-0.67 0.24 0.61
-0.89 0.12 -0.79
0.39 1.15 -0.17
-0.01 -1.14 1.01
-0.15 0.43 0.21
-0.51 -1.17 -1.03
1.19 1.24 0.67
-1.98 -1.00 -1.30
0.41 0.61 0.14
-0.01 0.97 0.97
-0.23 0.15 -0.29
0.91 0.49 -0.07
0.32 -0.92 0.93
0.02 -0.47 -0.95
1.33 1.08 -0.78
-0.14 0.54 0.30
-0.81 -0.62 0.14
-0.29 -0.14 0.33

Summary:
HOMO: -11.1428 eV
gap between HOMO and LUMO: 9.75 eV
charge: +1
maximum force: 4.8 eV/Å
energy: -9425.441212 a.u.